Record 1
# C6H16

2 unconnected molecules or ions with the total composition C6H16 (wB97M-V/def2-TZVPD, the OMol25 dataset).

Structure (XYZ):
```
22
Properties=species:S:1:pos:R:3:forces:R:3:mulliken_charge:R:1
C 1.61390 0.58841 -1.05221 -0.70 0.97 0.03 0.258
C 1.89344 1.48603 0.16041 1.42 -0.48 0.91 -1.275
C 0.55254 1.26772 -1.91291 -0.54 0.31 0.18 -1.268
H 1.27418 -0.36989 -0.66990 0.01 -0.22 -0.38 -0.135
H 2.47472 0.45917 -1.70655 0.30 -0.20 0.40 0.363
H 1.11522 2.20032 0.42466 -0.14 -0.05 -0.30 0.351
H 2.09013 0.89029 1.06407 -0.38 -0.09 -0.13 0.342
H -0.39600 1.40695 -1.38867 -0.11 -0.57 0.11 0.280
H 0.36598 0.76664 -2.86286 0.01 0.07 0.00 0.315
H 2.85118 2.01607 0.09698 -0.30 0.30 -0.45 0.365
H 0.80742 2.31471 -2.07390 0.51 -0.01 -0.46 0.417
C -1.14319 -0.78132 0.47278 -0.83 -0.04 1.24 0.333
C -2.44780 -0.50488 1.23108 -0.30 -0.67 -0.16 -1.361
C -0.44316 -2.03176 1.00498 0.16 -0.02 -1.36 -1.246
H -1.40876 -0.84401 -0.57925 0.41 -0.06 -0.18 0.282
H -0.51170 0.07810 0.68211 0.24 0.11 -0.54 -0.098
H -2.29140 -0.17180 2.25592 0.06 0.06 0.01 0.340
H -1.10393 -2.90066 1.01210 -0.21 0.17 0.56 0.395
H -3.08539 -1.39635 1.26650 0.22 -0.08 0.11 0.328
H -3.05486 0.20682 0.69563 -0.10 0.64 -0.03 0.366
H 0.30618 -2.34641 0.27046 0.37 0.19 0.30 0.353
H 0.03443 -1.81707 1.95733 -0.10 -0.35 0.14 0.294
```
Positions in Å, forces in eV/Å.

Its SMILES is CCC.CCC. The calculation puts the HOMO-LUMO gap at 0.4547 Eh.

Record 2
# CH5N4OS

2 unconnected molecules or ions with the total composition CH5N4OS (wB97M-V/def2-TZVPD, the OMol25 dataset).

Structure (XYZ):
```
12
Properties=species:S:1:pos:R:3:forces:R:3:mulliken_charge:R:1
C 1.22430 0.36336 -0.00034 1.05 -0.56 1.75 -0.072
N -0.94024 0.60180 -0.84462 -1.33 -0.10 -0.63 -0.724
N 1.77371 -0.22941 -0.96424 -0.12 -0.29 -1.77 -0.666
N -0.53590 -1.30733 1.19089 -2.52 0.52 0.55 0.042
N -0.10586 0.69558 0.28042 1.14 -0.94 -0.54 0.082
O -1.42222 -1.68214 0.39405 1.95 -0.43 0.74 -0.441
S -0.31128 1.88171 1.51883 -0.59 0.61 0.18 -0.640
H 1.98596 0.40195 0.80411 -1.35 0.92 0.43 0.436
H -1.55461 1.41189 -0.82671 0.39 0.26 0.16 0.255
H -1.65738 -0.20092 -0.84410 1.74 0.67 0.93 0.236
H 1.10357 -0.33761 -1.71438 -0.36 -0.12 -0.50 0.290
H 0.43994 -1.59888 1.00610 0.00 -0.52 -1.30 0.203
```
Positions in Å, forces in eV/Å.

Its net charge is -1. The calculation puts the HOMO-LUMO gap at 0.2500 Eh.

Copy entry 1 word for word.
# C6H16

2 unconnected molecules or ions with the total composition C6H16 (wB97M-V/def2-TZVPD, the OMol25 dataset).

Structure (XYZ):
```
22
Properties=species:S:1:pos:R:3:forces:R:3:mulliken_charge:R:1
C 1.61390 0.58841 -1.05221 -0.70 0.97 0.03 0.258
C 1.89344 1.48603 0.16041 1.42 -0.48 0.91 -1.275
C 0.55254 1.26772 -1.91291 -0.54 0.31 0.18 -1.268
H 1.27418 -0.36989 -0.66990 0.01 -0.22 -0.38 -0.135
H 2.47472 0.45917 -1.70655 0.30 -0.20 0.40 0.363
H 1.11522 2.20032 0.42466 -0.14 -0.05 -0.30 0.351
H 2.09013 0.89029 1.06407 -0.38 -0.09 -0.13 0.342
H -0.39600 1.40695 -1.38867 -0.11 -0.57 0.11 0.280
H 0.36598 0.76664 -2.86286 0.01 0.07 0.00 0.315
H 2.85118 2.01607 0.09698 -0.30 0.30 -0.45 0.365
H 0.80742 2.31471 -2.07390 0.51 -0.01 -0.46 0.417
C -1.14319 -0.78132 0.47278 -0.83 -0.04 1.24 0.333
C -2.44780 -0.50488 1.23108 -0.30 -0.67 -0.16 -1.361
C -0.44316 -2.03176 1.00498 0.16 -0.02 -1.36 -1.246
H -1.40876 -0.84401 -0.57925 0.41 -0.06 -0.18 0.282
H -0.51170 0.07810 0.68211 0.24 0.11 -0.54 -0.098
H -2.29140 -0.17180 2.25592 0.06 0.06 0.01 0.340
H -1.10393 -2.90066 1.01210 -0.21 0.17 0.56 0.395
H -3.08539 -1.39635 1.26650 0.22 -0.08 0.11 0.328
H -3.05486 0.20682 0.69563 -0.10 0.64 -0.03 0.366
H 0.30618 -2.34641 0.27046 0.37 0.19 0.30 0.353
H 0.03443 -1.81707 1.95733 -0.10 -0.35 0.14 0.294
```
Positions in Å, forces in eV/Å.

Its SMILES is CCC.CCC. The calculation puts the HOMO-LUMO gap at 0.4547 Eh.